The following is a DFT calculation (wB97M-V/def2-TZVPD) of a structure of composition C31H50FeIN3OS2Si3.

Results
Highest occupied orbital energy (spin up / spin down)   -9.95 / -10.80 eV
HOMO-LUMO gap (spin up / spin down)   7.96 / 8.59 eV
Multiplicity   6
Energy above the lowest of the compared OMol25 structures with the same formula, charge and spin   0.0 kcal/mol
Charge   +1

Each line ends with the Löwdin spin population.
CARTESIAN COORDINATES (ANGSTROEM)
Fe -0.593181 0.072285 0.239765  3.67
C 0.197857 -1.583312 -2.859399  0.01
Si -1.607525 -1.590540 -2.318389  0.02
C -2.388553 -3.162373 -2.982549  0.00
C -2.445579 -0.171595 -3.229257  0.00
C -1.817863 -1.456568 -0.459797  0.06
Si -1.336158 -2.998481 0.468327  0.02
C -2.736165 -4.246008 0.565734  0.01
C 0.125568 -3.891070 -0.304988  0.00
C -0.785839 -2.645203 2.246576  0.01
Si -3.460044 -0.756992 -0.004674  0.02
C -3.901895 -0.910428 1.810105  0.00
C -4.963553 -1.359385 -0.944884  0.00
C -3.277918 1.135194 -0.258296  0.00
C -4.339351 2.010109 -0.462291  0.00
C -4.112658 3.373202 -0.560827  0.00
C -2.815720 3.849573 -0.446892  0.00
C -1.797624 2.938610 -0.250787  0.01
N -2.016318 1.621350 -0.167480  0.04
H 0.259793 -1.288715 -3.911624  0.00
H 0.646530 -2.576058 -2.763663  0.00
H 0.807193 -0.872607 -2.293836  0.00
H -2.266041 -3.221335 -4.068355  0.00
H -3.460849 -3.184826 -2.769623  0.00
H -1.944880 -4.063878 -2.553140  0.00
H -2.107985 -0.163978 -4.269232  0.00
H -2.230515 0.813797 -2.812405  0.00
H -3.531607 -0.282559 -3.246432  0.00
H -3.057164 -4.532612 -0.439622  0.00
H -3.610469 -3.851820 1.088215  0.00
H -2.423623 -5.156093 1.086284  0.00
H -0.105800 -4.299889 -1.291551  0.00
H 0.404046 -4.730990 0.338981  0.00
H 1.003146 -3.248218 -0.412984  0.00
H -1.625697 -2.365811 2.888964  0.00
H -0.046586 -1.837937 2.316818  0.00
H -0.325118 -3.546575 2.664413  0.00
H -4.009588 -1.951844 2.120952  0.00
H -4.853848 -0.404732 1.999289  0.00
H -3.138151 -0.438582 2.426218  0.00
H -5.027707 -2.448513 -0.857427  0.00
H -4.952395 -1.112822 -2.006829  0.00
H -5.879875 -0.946936 -0.511853  0.00
H -5.343831 1.613545 -0.551856  0.00
H -4.934802 4.058233 -0.725533  0.00
H -2.591339 4.904776 -0.517513  0.00
H -0.766634 3.263538 -0.172685  0.01
O 1.368033 0.224385 -0.204412  0.07
S 2.414591 -0.866290 0.060095  0.01
C 3.056735 -0.514664 1.710235  0.00
C 3.711545 0.827257 1.876497  0.00
C 5.070930 0.898094 2.172699  0.00
C 5.700500 2.127331 2.311828  0.00
C 4.974105 3.300051 2.161198  0.00
C 3.617079 3.238366 1.872906  0.00
C 2.986608 2.010499 1.726750  0.00
C 3.914003 -0.479808 -0.929820  0.00
C 3.770600 0.548150 -2.010838  0.00
C 4.112225 1.871142 -1.751340  0.00
C 4.088451 2.809805 -2.772783  0.00
C 3.726287 2.428882 -4.057219  0.00
C 3.373714 1.110602 -4.317549  0.00
C 3.392132 0.173367 -3.296340  0.00
H 3.749203 -1.334877 1.918056  0.00
H 2.185945 -0.648217 2.354417  0.00
H 5.643535 -0.015314 2.294182  0.00
H 6.757815 2.166976 2.538706  0.00
H 5.462936 4.259037 2.273983  0.00
H 3.044061 4.150222 1.756779  0.00
H 1.930846 1.970582 1.492998  0.00
H 4.181089 -1.450686 -1.347180  0.00
H 4.675988 -0.172499 -0.216630  0.00
H 4.421802 2.162349 -0.753442  0.00
H 4.368537 3.835667 -2.568473  0.00
H 3.718371 3.158170 -4.856101  0.00
H 3.090786 0.811171 -5.318741  0.00
H 3.131025 -0.858425 -3.504847  0.00
C -2.264951 0.073428 5.053828  0.00
N -0.813105 0.177218 5.010900  0.01
C -0.081646 0.661381 4.015341  0.01
N 1.251812 0.688103 4.216035  0.00
S -0.757807 1.278585 2.567982  0.02
H -2.594617 0.283596 6.068978  0.00
H -2.598199 -0.922018 4.763498  0.00
H -2.694033 0.807564 4.379522  0.00
H -0.317423 -0.202504 5.803107  0.00
H 1.627044 0.563113 5.143484  0.00
H 1.794272 1.261819 3.591390  0.00
I -0.261955 2.946943 -4.592115  0.16
C 0.312510 2.245040 -2.780474  0.73
H -0.376147 1.615405 -2.246002  0.04
H 1.321062 2.426112 -2.445091  0.04

Forces on the atoms, in the same order (eV/Å):
-0.145 0.009 0.041
0.116 -0.020 0.012
-0.088 -0.021 -0.004
-0.020 -0.061 -0.044
-0.037 0.064 -0.007
0.303 0.070 0.232
-0.082 -0.069 -0.012
-0.030 -0.048 -0.028
0.081 -0.028 -0.097
0.009 0.022 0.080
-0.120 -0.037 -0.054
-0.027 -0.013 0.071
-0.042 -0.019 -0.069
0.060 0.064 -0.020
-0.016 -0.026 -0.009
-0.010 0.013 -0.006
-0.020 0.027 -0.021
0.010 -0.081 -0.040
-0.085 0.052 0.005
-0.014 -0.035 0.022
-0.004 0.062 0.013
-0.079 -0.007 -0.085
-0.002 0.015 0.036
0.036 -0.006 -0.007
-0.030 0.034 -0.034
0.002 -0.013 0.016
-0.006 -0.001 -0.030
0.053 0.023 -0.016
0.008 -0.003 0.043
0.008 -0.023 -0.010
0.002 0.043 -0.016
0.012 0.015 0.062
-0.009 0.024 -0.021
-0.068 -0.067 0.020
0.026 0.007 -0.036
0.010 -0.024 -0.034
-0.061 0.034 0.001
-0.008 0.038 0.006
0.045 -0.014 -0.007
0.025 0.006 0.041
-0.008 0.047 0.012
-0.016 -0.038 0.052
0.046 -0.010 -0.009
0.031 0.018 0.014
0.009 -0.013 0.001
-0.002 -0.020 -0.001
-0.006 -0.004 0.021
0.253 0.103 0.098
-0.129 0.048 -0.151
0.051 0.047 0.045
0.000 -0.053 0.008
0.034 0.006 -0.042
-0.002 -0.013 -0.005
-0.010 0.007 -0.001
-0.009 0.023 0.001
0.016 0.017 0.034
-0.006 -0.054 -0.015
-0.058 -0.007 0.020
-0.014 0.018 0.016
-0.001 0.021 0.019
-0.055 -0.034 -0.017
-0.029 0.039 0.003
0.003 -0.011 -0.005
-0.005 0.022 0.002
-0.020 -0.012 0.006
-0.013 0.018 0.005
-0.014 0.001 0.003
-0.008 -0.016 -0.008
0.019 -0.027 0.005
-0.032 0.000 -0.031
0.025 -0.006 -0.002
0.033 -0.024 -0.007
-0.009 -0.002 -0.005
-0.005 -0.023 -0.007
-0.005 0.002 -0.007
-0.001 0.014 0.028
0.006 0.029 0.009
0.020 0.013 -0.034
-0.073 -0.088 -0.032
-0.009 0.038 -0.020
-0.058 0.000 0.009
0.030 -0.090 0.017
-0.001 -0.012 -0.003
0.006 -0.009 -0.024
-0.006 0.008 -0.013
0.000 0.051 0.042
0.009 -0.021 0.015
0.068 0.044 -0.039
0.017 0.007 0.009
0.092 0.021 0.003
0.014 -0.058 0.000
0.022 -0.021 -0.015

The following is a DFT calculation (wB97M-V/def2-TZVPD) of a structure of composition C31H50O3P2RhS in a non-equilibrium geometry.

Results
Highest occupied orbital energy (spin up / spin down)   -7.90 / -9.28 eV
HOMO-LUMO gap (spin up / spin down)   5.20 / 2.05 eV
Multiplicity   5
Charge   +1

Each line ends with the Löwdin spin population.
CARTESIAN COORDINATES (ANGSTROEM)
Rh -0.633079 0.563340 1.360499  1.71
C -2.085593 1.920801 2.391122  0.15
C -1.881137 0.685343 3.093152  0.10
C 0.121843 1.870818 3.098619  0.14
C -0.839922 2.649570 2.406403  0.20
C -0.504396 0.654465 3.515770  0.10
C -3.407306 2.358595 1.866750  0.02
H -4.036297 1.510411 1.573421  0.00
H -3.251779 2.973859 0.977311  0.00
H -3.957261 2.950959 2.612556  0.01
C -0.526270 4.015295 1.918497  0.03
H -1.314924 4.370025 1.264645  0.00
H 0.392192 3.998216 1.320258  0.01
H -0.387918 4.729965 2.741551  0.01
C 1.506530 2.320035 3.423192  0.03
H 1.504910 3.016171 4.272680  0.01
H 1.953675 2.843659 2.573761  0.00
H 2.138845 1.472011 3.687654  0.00
C 0.105522 -0.355782 4.432033  0.01
H -0.075633 -0.082412 5.483215  0.00
H 1.188250 -0.403296 4.274412  0.00
H -0.326788 -1.345067 4.262724  0.00
C -2.935687 -0.317078 3.424830  0.02
H -3.366100 -0.131845 4.416349  0.01
H -2.524850 -1.328873 3.417959  0.00
H -3.748378 -0.265737 2.699106  0.00
C -0.800212 0.425663 -0.942870  0.10
C -2.053137 0.236803 -0.355719  0.03
C -2.681435 -1.103736 -0.105200  0.01
C -1.682880 -2.157233 0.422330  0.01
C -0.602348 -1.614825 1.333629  0.06
C 0.661479 -1.158122 0.888758  0.11
C 1.075919 -1.260895 -0.564214  0.03
C 0.051497 -0.669440 -1.546031  0.02
H -3.171346 -1.470959 -1.021635  0.00
H -1.240500 -2.698175 -0.423474  0.00
H -3.488351 -0.969721 0.628211  0.00
H -0.564965 -1.458829 -2.004915  0.00
H -0.599277 1.424908 -1.344766  0.01
H -2.764435 1.063677 -0.488612  0.00
H 0.610134 -0.215670 -2.376680  0.00
H 2.014914 -0.707291 -0.694024  0.00
H 1.490272 -1.183046 1.608701  0.01
H 1.299324 -2.304707 -0.841910  0.01
H -2.255468 -2.894518 1.003350  0.00
H -0.637057 -2.020171 2.353210  0.00
P 3.416495 -4.281342 -2.684748  0.35
P 5.806142 -5.470947 -1.057497  0.33
C 4.323172 -5.730900 -3.453114  0.02
C 5.730957 -5.904295 -2.874833  0.02
H 4.376547 -5.554174 -4.535989  0.01
H 3.706005 -6.625886 -3.282921  0.00
H 6.087353 -6.936086 -3.002359  0.01
H 6.445173 -5.229041 -3.368922  0.00
C 7.633067 -5.580612 -0.837578  0.06
H 7.850406 -5.549829 0.238386  0.00
H 8.094641 -4.705462 -1.313354  0.00
H 8.049529 -6.501104 -1.270811  0.01
C 5.380171 -7.138302 -0.397392  0.05
H 5.999402 -7.918201 -0.859838  0.01
H 4.319039 -7.342389 -0.580786  0.00
H 5.555687 -7.119808 0.685539  0.00
C 3.298302 -3.212507 -4.181112  0.06
H 2.640180 -2.361472 -3.960016  0.00
H 2.902720 -3.774622 -5.038492  0.01
H 4.299867 -2.831094 -4.418181  0.00
C 1.705387 -4.966523 -2.709255  0.05
H 1.631907 -5.745339 -1.938334  0.00
H 1.457411 -5.392927 -3.691674  0.01
H 0.994368 -4.163517 -2.465203  0.00
C -5.584907 8.458745 -0.400553  0.00
C -4.735826 7.225215 -0.549615  0.00
C -4.436095 6.752917 -1.844178  0.00
C -3.629356 5.649139 -2.007332  0.00
C -3.051301 5.052523 -0.892868  0.00
C -3.391165 5.449604 0.407626  0.00
C -4.227043 6.555512 0.571813  0.00
S -1.985324 3.768986 -1.508029  0.00
O -2.900377 2.805887 -2.083964  0.00
O -1.093633 4.437064 -2.447204  0.00
O -1.264045 3.271015 -0.332683  0.02
H -5.117644 9.325723 -0.895033  0.00
H -6.574251 8.314994 -0.861814  0.00
H -5.721418 8.694283 0.662764  0.00
H -4.808347 7.245667 -2.741763  0.00
H -3.422462 5.249471 -2.989554  0.00
H -3.058990 4.926775 1.290612  0.00
H -4.472321 6.915694 1.583655  0.00

Forces on the atoms, in the same order (eV/Å):
1.219 1.453 -3.177
-0.146 0.571 0.885
0.129 0.221 0.723
-0.168 -0.910 0.854
-0.876 0.576 0.450
0.057 0.533 1.683
-0.022 0.276 -0.425
0.123 0.147 0.141
-0.175 -0.200 0.160
0.134 -0.150 -0.121
-0.113 0.472 0.131
0.472 0.107 0.391
-0.207 0.114 0.109
0.063 -0.298 0.138
0.093 -0.074 -0.148
-0.075 -0.116 -0.144
-0.009 -0.041 0.127
0.039 0.082 0.000
0.028 0.059 0.066
0.080 -0.130 -0.259
-0.162 -0.139 0.113
0.130 0.050 0.149
-0.024 0.027 0.061
0.096 -0.007 -0.113
-0.096 0.024 0.057
0.029 -0.071 0.119
-1.451 -0.273 -0.790
0.298 0.272 -1.895
-0.010 -0.155 0.237
-0.441 -0.305 0.036
1.565 -1.158 -0.126
-0.627 -2.185 0.551
0.292 0.667 -0.065
0.128 -0.081 -0.241
0.156 0.118 0.161
0.026 0.078 0.214
0.171 -0.066 -0.175
0.026 0.262 0.275
-0.070 -0.275 0.582
0.516 -0.047 0.470
-0.204 -0.101 0.149
-0.095 -0.125 0.110
-0.392 0.148 -0.139
-0.074 0.066 0.299
0.176 0.075 -0.239
-0.052 0.559 -0.307
-0.527 -1.283 -1.974
0.796 -2.028 -1.434
0.414 -0.115 0.455
-0.221 0.649 -0.102
-0.133 -0.049 0.273
0.205 0.250 0.016
0.034 0.289 0.117
-0.204 -0.189 0.004
-0.037 0.976 0.464
0.098 -0.015 -0.295
0.035 -0.258 0.172
-0.381 0.202 0.054
-0.642 0.527 0.680
-0.078 0.365 0.034
0.207 -0.104 0.122
-0.138 -0.216 -0.208
0.377 0.882 0.600
0.192 -0.151 -0.177
0.073 -0.020 0.407
-0.290 0.005 -0.068
-0.071 0.266 0.970
-0.138 0.164 -0.223
0.276 0.192 0.207
0.122 -0.298 -0.098
-0.148 0.154 0.104
0.165 0.034 -0.236
-0.122 0.043 0.427
-0.360 0.784 0.423
-0.343 -0.197 -0.247
0.017 0.148 -0.814
-0.202 0.215 -0.378
0.764 0.778 0.314
-0.090 -0.598 -0.206
-0.438 -0.494 0.233
-0.032 -0.901 -0.395
-0.133 -0.279 0.190
0.269 0.059 0.177
-0.056 0.053 -0.295
-0.164 0.068 0.344
0.096 0.123 -0.011
0.171 0.131 -0.128
0.080 -0.216 -0.573

| no. | M (g/mol) |
| --- | --- |
| 1 | 811.90 |
| 2 | 667.66 |